{
  "formula": "C27H48CuGe2S3",
  "method": "wB97M-V/def2-TZVPD",
  "homo_ev": [-6.287, -7.838],
  "mol_weight_g_mol": 677.65,
  "spin_multiplicity": 2,
  "s_squared": 0.756,
  "energy_ha": -8046.40901,
  "gap_ev": [6.6, 7.1],
  "largest_force_ev_per_a": 0.85,
  "symbols": ["Cu", "C", "C", "Ge", "C", "C", "C", "C", "Ge", "C", "C", "C", "C", "C", "C", "C", "C", "C", "C", "H", "H", "H", "H", "H", "H", "H", "H", "H", "H", "H", "H", "H", "H", "H", "H", "H", "H", "H", "H", "H", "H", "H", "H", "H", "H", "C", "C", "S", "C", "C", "S", "C", "C", "S", "H", "H", "H", "H", "H", "H", "H", "H", "H", "H", "H", "H", "C", "C", "C", "C", "C", "H", "H", "H", "H", "H", "H", "H", "H", "H", "H"],
  "xyz": [[-0.70, 0.53, 0.16], [-1.01, -1.66, 4.74], [-1.45, -1.36, 3.31], [-0.63, 0.27, 2.47], [-1.20, 1.91, 3.50], [-0.73, 1.98, 4.96], [1.30, 0.12, 2.80], [2.27, 0.12, 1.88], [1.67, 0.21, -0.06], [2.42, 1.81, -1.07], [3.91, 2.00, -1.33], [2.15, -1.49, -1.06], [3.60, -1.94, -1.26], [3.71, 0.04, 2.25], [4.15, 0.03, 3.58], [5.50, -0.03, 3.89], [6.46, -0.09, 2.88], [6.04, -0.08, 1.56], [4.69, -0.02, 1.26], [-1.39, -2.63, 5.07], [-1.37, -0.91, 5.43], [0.08, -1.70, 4.81], [-2.54, -1.27, 3.27], [-1.18, -2.20, 2.65], [-2.29, 2.01, 3.45], [-0.78, 2.76, 2.95], [-1.22, 1.22, 5.57], [-0.97, 2.95, 5.40], [0.35, 1.83, 5.03], [1.58, 0.05, 3.85], [2.03, 2.68, -0.54], [1.89, 1.78, -2.03], [4.46, 2.16, -0.41], [4.07, 2.88, -1.96], [4.35, 1.14, -1.85], [1.67, -1.38, -2.04], [1.60, -2.29, -0.54], [4.19, -1.18, -1.78], [3.63, -2.85, -1.86], [4.08, -2.16, -0.31], [3.44, 0.08, 4.39], [5.81, -0.04, 4.93], [7.51, -0.14, 3.13], [6.77, -0.13, 0.76], [4.38, -0.02, 0.23], [-4.57, -1.86, 0.75], [-3.92, -2.32, -0.55], [-2.27, -1.61, -0.91], [-2.57, -0.59, -2.42], [-3.36, 0.67, -2.08], [-2.50, 1.82, -0.94], [-3.74, 2.07, 0.37], [-3.98, 0.87, 1.28], [-5.34, -0.21, 0.71], [-3.86, -1.88, 1.58], [-5.39, -2.54, 1.00], [-4.57, -2.13, -1.40], [-3.75, -3.39, -0.48], [-3.19, -1.22, -3.07], [-0.57, -1.22, -2.83], [-4.29, 0.42, -1.60], [-3.58, 1.23, -2.99], [-4.66, 2.41, -0.11], [-3.32, 2.89, 0.96], [-4.25, 1.21, 2.28], [-3.08, 0.26, 1.35], [-2.48, 0.00, -5.30], [-1.12, -0.10, -4.60], [-0.35, 1.21, -4.84], [-0.34, -1.25, -5.24], [-1.20, -0.35, -3.06], [-2.33, 0.16, -6.37], [-3.06, 0.85, -4.93], [-3.07, -0.91, -5.18], [-0.20, 1.38, -5.90], [0.63, 1.17, -4.35], [-0.90, 2.06, -4.43], [-0.22, -1.10, -6.32], [-0.85, -2.20, -5.09], [0.66, -1.33, -4.80], [-0.73, 0.49, -2.54]],
  "mulliken_charge": [-0.021, -1.224, -0.259, 0.542, -0.596, -1.131, -1.669, 1.126, 0.993, -0.505, -1.039, -0.050, -1.142, 0.135, -0.498, -0.766, -0.451, -1.186, 0.338, 0.417, 0.230, 0.232, 0.209, 0.427, 0.229, 0.396, 0.235, 0.393, 0.232, 0.215, 0.394, 0.103, 0.273, 0.409, 0.212, -0.206, 0.396, 0.221, 0.421, 0.296, 0.351, 0.393, 0.397, 0.375, 0.271, -0.174, -0.907, 0.139, -0.264, -0.858, -0.180, -0.756, 0.451, -0.185, -0.157, 0.484, 0.321, 0.556, 0.767, 0.308, 0.389, 0.396, 0.484, 0.451, 0.537, -1.211, -2.006, 2.073, -1.738, -1.876, -0.487, 0.492, 0.344, 0.386, 0.469, 0.313, 0.359, 0.455, 0.409, 0.385, -0.283]
}

***

{
  "formula": "C27H48CuN2O6P2SSe2",
  "method": "wB97M-V/def2-TZVPD",
  "total_charge": 1,
  "homo_ev": -9.932,
  "mol_weight_g_mol": 812.17,
  "energy_ha": -9142.85974,
  "gap_ev": 7.8,
  "largest_force_ev_per_a": 0.67,
  "symbols": ["Cu", "C", "Se", "C", "C", "Se", "C", "H", "H", "H", "H", "H", "H", "H", "H", "H", "H", "C", "C", "C", "O", "P", "O", "C", "P", "O", "O", "C", "C", "C", "O", "C", "C", "C", "O", "C", "C", "C", "H", "H", "H", "H", "H", "H", "H", "H", "H", "H", "H", "H", "H", "H", "H", "H", "H", "H", "H", "H", "H", "H", "H", "H", "H", "H", "H", "H", "H", "H", "S", "C", "C", "C", "N", "C", "C", "C", "C", "C", "N", "C", "C", "H", "H", "H", "H", "H", "H", "H", "H"],
  "xyz": [[0.03, 0.26, 0.57], [4.25, 0.60, 0.51], [2.69, -0.03, -0.47], [2.57, 1.47, -1.70], [2.01, 2.74, -1.08], [0.15, 2.61, -0.54], [-0.66, 2.40, -2.29], [5.09, 0.70, -0.18], [4.48, -0.15, 1.26], [4.05, 1.55, 1.00], [1.94, 1.12, -2.53], [3.57, 1.64, -2.11], [2.10, 3.58, -1.77], [2.55, 3.00, -0.17], [-0.38, 3.23, -2.93], [-1.73, 2.40, -2.13], [-0.38, 1.45, -2.74], [-3.20, 2.43, 1.87], [-4.26, 1.39, 1.59], [-5.50, 1.56, 2.43], [-3.72, 0.06, 1.91], [-2.87, -0.75, 0.85], [-2.03, 0.07, -0.05], [-1.95, -1.85, 1.96], [-0.64, -2.77, 1.13], [0.13, -1.92, 0.20], [-1.32, -3.98, 0.40], [-1.43, -5.35, 0.89], [-0.91, -6.25, -0.22], [-2.86, -5.65, 1.27], [0.21, -3.36, 2.34], [1.45, -4.09, 2.05], [2.61, -3.13, 2.02], [1.59, -5.15, 3.12], [-3.84, -1.63, -0.02], [-4.84, -2.59, 0.40], [-6.05, -1.90, 0.98], [-5.16, -3.40, -0.84], [-3.56, 3.41, 1.58], [-2.29, 2.21, 1.31], [-2.97, 2.45, 2.94], [-4.52, 1.39, 0.52], [-5.26, 1.41, 3.48], [-6.28, 0.85, 2.15], [-5.89, 2.57, 2.31], [-2.63, -2.55, 2.45], [-1.50, -1.21, 2.73], [-0.80, -5.44, 1.78], [-1.55, -6.17, -1.10], [-0.91, -7.29, 0.12], [0.10, -5.97, -0.50], [-3.53, -5.49, 0.43], [-3.18, -5.05, 2.12], [-2.94, -6.70, 1.57], [1.34, -4.55, 1.06], [2.76, -2.68, 3.01], [2.45, -2.34, 1.28], [3.52, -3.66, 1.76], [1.56, -4.69, 4.10], [2.55, -5.66, 3.00], [0.81, -5.90, 3.06], [-4.38, -3.24, 1.15], [-6.44, -1.17, 0.27], [-5.82, -1.40, 1.92], [-6.83, -2.64, 1.17], [-5.66, -2.77, -1.58], [-5.82, -4.23, -0.59], [-4.25, -3.79, -1.30], [1.44, 2.01, 6.88], [1.07, 1.53, 5.21], [1.32, 0.25, 4.73], [1.01, -0.05, 3.42], [0.48, 0.83, 2.57], [0.26, 2.07, 3.02], [0.54, 2.46, 4.32], [0.64, 0.65, 7.72], [1.38, -0.40, 8.24], [0.70, -1.44, 8.86], [-0.62, -1.48, 8.99], [-1.32, -0.46, 8.51], [-0.74, 0.63, 7.87], [1.75, -0.51, 5.38], [1.18, -1.04, 3.03], [-0.16, 2.78, 2.32], [0.33, 3.47, 4.64], [2.46, -0.41, 8.17], [1.25, -2.27, 9.28], [-2.39, -0.50, 8.64], [-1.35, 1.44, 7.50]],
  "mulliken_charge": [1.469, -1.088, 0.275, -0.880, -0.692, 0.119, -1.062, 0.364, 0.324, 0.319, 0.352, 0.503, 0.495, 0.305, 0.422, 0.306, 0.305, -1.047, 0.652, -1.528, -0.114, -0.016, -0.804, -0.921, -0.065, -1.033, 0.229, 1.386, -1.550, -1.361, -0.174, 1.074, -1.359, -1.522, -0.304, 1.412, -1.371, -1.702, 0.529, -0.172, 0.330, 0.332, 0.327, 0.354, 0.431, 0.805, 0.610, -0.293, 0.344, 0.417, 0.350, 0.217, 0.301, 0.501, 0.087, 0.290, 0.026, 0.515, 0.301, 0.410, 0.355, -0.313, 0.326, 0.211, 0.493, 0.402, 0.419, 0.380, -0.126, 0.313, -0.806, -0.437, 0.691, -0.633, -0.943, 0.100, -0.025, -0.409, -0.563, -0.423, -0.140, 0.562, 0.200, 0.515, 0.500, 0.453, 0.376, 0.369, 0.423]
}

***

{
  "formula": "C27H48F9N2O8PS2",
  "method": "wB97M-V/def2-TZVPD",
  "homo_ev": -9.155,
  "mol_weight_g_mol": 794.78,
  "energy_ha": -3805.49575,
  "gap_ev": 9.2,
  "smiles": "CC[C@@H](C)[C@](CCCCS(=O)(=O)O)(COC)O[C@@](CCCCN)(CCCCC(F)(F)C(F)(F)S(F)(F)(F)(F)F)P(=O)(O)O.c1ccncc1",
  "largest_force_ev_per_a": 2.33,
  "symbols": ["C", "C", "C", "C", "C", "C", "C", "C", "C", "S", "O", "O", "O", "C", "O", "C", "O", "C", "C", "C", "C", "C", "N", "C", "C", "C", "C", "C", "F", "F", "C", "F", "F", "S", "F", "F", "F", "F", "F", "P", "O", "O", "O", "H", "H", "H", "H", "H", "H", "H", "H", "H", "H", "H", "H", "H", "H", "H", "H", "H", "H", "H", "H", "H", "H", "H", "H", "H", "H", "H", "H", "H", "H", "H", "H", "H", "H", "H", "H", "H", "H", "H", "H", "H", "H", "H", "C", "C", "C", "N", "C", "C", "H", "H", "H", "H", "H"],
  "xyz": [[4.32, 0.39, 4.08], [3.08, 0.04, 3.22], [3.53, -0.78, 1.98], [3.30, -2.26, 2.32], [2.85, -0.32, 0.63], [3.01, -1.50, -0.40], [1.79, -2.43, -0.55], [2.04, -3.93, -0.25], [3.29, -4.52, -0.95], [4.17, -5.68, 0.13], [5.20, -5.05, 0.87], [4.65, -6.73, -0.69], [3.13, -6.33, 1.17], [3.78, 0.78, 0.09], [4.25, 1.67, 1.09], [5.13, 2.64, 0.56], [1.52, 0.04, 0.95], [0.78, 0.92, 0.14], [0.79, 0.68, -1.38], [-0.12, 1.61, -2.21], [-1.51, 0.99, -2.60], [-1.68, 0.86, -4.14], [-2.53, -0.32, -4.43], [-0.69, 0.66, 0.58], [-0.92, 0.74, 2.10], [-1.81, -0.47, 2.54], [-2.78, 0.02, 3.63], [-3.80, -1.02, 4.11], [-4.44, -0.44, 5.14], [-3.09, -2.05, 4.59], [-4.77, -1.47, 2.99], [-5.00, -0.44, 2.20], [-4.11, -2.34, 2.24], [-6.36, -2.31, 3.54], [-5.95, -3.67, 2.84], [-5.72, -2.80, 4.88], [-6.90, -0.97, 4.16], [-7.03, -1.89, 2.15], [-7.71, -3.00, 3.96], [1.00, 2.75, 0.55], [-0.29, 3.42, 0.61], [1.86, 3.50, -0.59], [1.76, 3.00, 1.95], [4.00, 0.51, 5.11], [5.03, -0.43, 4.01], [4.76, 1.32, 3.70], [2.48, -0.62, 3.86], [2.46, 0.91, 3.00], [4.60, -0.64, 1.85], [2.23, -2.46, 2.23], [3.56, -2.46, 3.36], [3.88, -2.95, 1.70], [3.95, -2.02, -0.26], [3.13, -1.00, -1.37], [1.47, -2.41, -1.59], [0.92, -2.14, 0.04], [1.17, -4.46, -0.67], [1.99, -4.14, 0.82], [2.95, -5.14, -1.78], [3.97, -3.79, -1.38], [2.23, -6.33, 0.80], [3.37, 1.37, -0.74], [4.66, 0.26, -0.32], [4.90, 3.63, 0.95], [6.17, 2.37, 0.76], [5.05, 2.71, -0.54], [0.39, -0.33, -1.52], [1.78, 0.66, -1.84], [-0.29, 2.60, -1.77], [0.39, 1.79, -3.16], [-2.27, 1.68, -2.23], [-1.64, 0.04, -2.08], [-0.71, 0.71, -4.61], [-2.17, 1.78, -4.49], [-2.02, -1.14, -4.12], [-3.32, -0.25, -3.80], [-1.39, 1.31, 0.06], [-0.89, -0.36, 0.21], [-1.52, 1.63, 2.32], [0.00, 0.80, 2.68], [-2.41, -0.70, 1.66], [-1.21, -1.31, 2.87], [-2.18, 0.22, 4.53], [-3.27, 0.97, 3.39], [2.70, 3.82, -0.21], [1.11, 2.91, 2.67], [-4.55, 5.61, -6.41], [-4.03, 4.77, -7.38], [-3.84, 3.44, -7.06], [-4.12, 2.91, -5.86], [-4.62, 3.74, -4.94], [-4.85, 5.09, -5.16], [-4.72, 6.66, -6.62], [-3.78, 5.14, -8.36], [-3.44, 2.74, -7.78], [-4.83, 3.29, -3.98], [-5.26, 5.71, -4.38]],
  "mulliken_charge": [-1.501, -0.325, -0.124, -1.845, 1.222, -1.738, -0.385, -1.173, -0.955, 1.346, -0.594, -0.667, -0.478, -2.107, -0.119, -1.088, 0.085, 1.240, -0.392, -1.413, -0.888, -0.513, -0.744, -2.117, -0.028, -0.781, -1.366, 1.042, -0.318, -0.294, 0.538, -0.297, -0.291, 1.417, -0.297, -0.293, -0.286, -0.322, -0.281, 0.977, -0.836, -0.634, -0.570, 0.437, 0.376, 0.244, 0.667, -0.063, 0.803, 0.029, 0.632, 0.361, 0.959, 0.679, 0.418, -0.317, 0.540, 0.636, 0.454, 0.484, 0.384, 0.666, 0.779, 0.294, 0.284, 0.447, 0.205, 0.416, 0.355, 0.681, 0.307, 0.395, 0.415, 0.208, 0.271, 0.315, 0.386, 0.864, 0.562, 0.250, 0.527, 0.210, 0.388, 0.449, 0.377, 0.400, -0.138, -0.445, -0.184, -0.425, -0.080, -0.503, 0.362, 0.349, 0.369, 0.364, 0.353]
}